Record 1
3 unconnected molecules or ions with the total composition C31H42BrF16N3O6PS in a non-equilibrium geometry, computed with ωB97M-V with the def2-TZVPD basis set.

```
101
Properties=species:S:1:pos:R:3:lowdin_charge:R:1
C 1.572 1.732 4.788 -0.097
C 0.420 0.725 4.524 -0.256
C 0.001 0.056 3.180 -0.488
Br 0.326 -1.914 3.507 0.835
N 0.366 0.598 1.824 -0.077
C 1.780 1.091 1.713 -0.168
C 2.817 0.322 2.375 -0.035
C 4.147 0.808 2.252 -0.003
C 4.286 2.008 1.509 -0.126
N 3.389 2.800 0.917 0.114
C 2.139 2.295 1.049 -0.090
C -0.655 1.712 1.595 -0.154
C -0.590 2.925 2.604 -0.167
N -1.233 4.111 1.967 -0.105
C -0.279 5.205 1.684 -0.098
C -2.123 1.271 1.230 -0.240
C -3.206 1.747 2.285 -0.067
C -4.605 1.102 1.945 -0.155
O -4.973 0.092 2.900 -0.027
C -5.201 -1.122 2.259 -0.494
C -4.245 -2.285 2.635 0.023
O -6.070 -1.295 1.463 0.141
O -2.390 -0.119 1.101 -0.112
C -1.333 -0.985 0.681 -0.205
C 0.106 -0.384 0.653 -0.431
C 0.275 0.374 -0.725 -0.098
C 0.152 -0.665 -1.991 -0.305
C 1.379 -0.618 -2.987 -0.026
O 0.016 -0.027 -3.264 -0.087
P 1.343 -1.785 0.363 0.458
S 0.507 -3.550 0.100 0.236
H 1.303 2.421 5.623 0.097
H 2.460 1.175 5.179 0.088
H 1.955 2.368 3.973 0.057
H -0.487 1.244 4.935 0.111
H 0.555 -0.049 5.313 0.087
H -1.107 -0.033 3.250 0.095
H 2.650 -0.610 2.928 0.073
H 5.002 0.275 2.701 0.127
H 5.336 2.358 1.396 0.126
H 1.387 2.935 0.548 0.119
H -0.426 2.332 0.698 0.128
H 0.440 3.253 2.841 0.100
H -1.119 2.762 3.561 0.115
H -1.994 4.413 2.564 0.101
H 0.749 4.875 1.452 0.072
H -0.647 5.734 0.770 0.090
H -0.340 5.956 2.502 0.092
H -2.496 1.744 0.283 0.165
H -3.376 2.837 2.252 0.110
H -2.911 1.359 3.283 0.125
H -4.669 0.762 0.888 0.116
H -5.375 1.907 2.031 0.138
H -4.799 -3.080 3.177 0.097
H -3.490 -1.896 3.360 0.077
H -3.745 -2.680 1.733 0.088
H -1.667 -1.380 -0.307 0.131
H -1.415 -1.888 1.332 0.064
H 1.285 0.765 -0.933 0.104
H -0.564 1.044 -0.999 0.136
H -0.343 -1.665 -1.837 0.104
H 1.579 -1.492 -3.624 0.118
H 2.088 0.216 -2.827 0.116
H 2.308 -1.496 -0.650 0.026
H 2.198 -2.078 1.463 -0.064
C 7.252 -3.193 -1.305 -0.044
C 5.990 -2.818 -0.506 -0.433
C 5.121 -3.975 -0.014 -0.291
F 4.624 -4.711 -1.020 0.106
F 4.054 -3.480 0.672 0.043
F 5.252 -1.938 -1.229 0.111
F 6.413 -2.137 0.600 0.095
O 7.165 -3.140 -2.724 0.044
C 6.656 -4.246 -3.405 -0.524
C 5.356 -3.922 -4.145 -0.277
F 4.402 -3.474 -3.295 0.082
F 4.869 -5.030 -4.744 0.110
F 6.530 -5.291 -2.565 0.144
F 7.590 -4.598 -4.309 0.158
H 7.993 -2.431 -1.061 0.151
H 7.691 -4.131 -0.961 0.149
H 5.680 -4.631 0.658 0.179
H 5.526 -3.154 -4.902 0.177
C -5.067 1.037 -2.388 -0.044
C -5.314 2.318 -3.205 -0.436
C -6.350 2.227 -4.326 -0.301
F -6.005 1.331 -5.270 0.099
F -6.459 3.427 -4.946 0.100
F -4.131 2.771 -3.679 0.129
F -5.756 3.262 -2.324 0.104
O -3.943 0.236 -2.747 0.027
C -4.092 -0.701 -3.772 -0.519
C -3.205 -0.393 -4.982 -0.280
F -3.472 0.825 -5.497 0.101
F -3.419 -1.294 -5.968 0.106
F -5.389 -0.826 -4.097 0.149
F -3.714 -1.891 -3.250 0.143
H -4.833 1.376 -1.377 0.125
H -5.972 0.436 -2.278 0.151
H -7.334 1.962 -3.929 0.176
H -2.149 -0.418 -4.703 0.159
```

Summary:
- charge = +1
- energy relative to the best compared isomer or geometry (same formula, charge and spin) (kJ/mol) = 266.73
- frontier orbital gap (eV) = 8.18
- multiplicity = 1

---

Record 2
A molecular structure, C31H42CdGeN4O2S5, computed with ωB97M-V with the def2-TZVPD basis set.

```
86
Properties=species:S:1:pos:R:3:lowdin_charge:R:1
Cd 2.074 -0.794 -0.731 1.228
S 5.730 -1.643 1.960 0.994
C 5.233 -0.066 2.383 -0.441
C 4.131 0.322 1.682 -0.257
C 3.638 -0.665 0.772 -0.310
C 4.421 -1.784 0.817 -0.559
C 4.245 -2.991 -0.008 -0.306
C 5.194 -4.014 -0.075 -0.038
C 4.964 -5.104 -0.893 -0.065
C 3.792 -5.168 -1.635 -0.070
C 2.898 -4.120 -1.516 -0.139
N 3.112 -3.065 -0.729 0.031
H 5.790 0.495 3.122 0.060
H 3.693 1.305 1.809 0.080
H 6.107 -3.940 0.501 0.091
H 5.701 -5.895 -0.962 0.108
H 3.579 -6.000 -2.292 0.101
H 1.963 -4.109 -2.067 0.098
O 0.407 -1.999 -2.517 -0.215
C -0.867 -2.014 -3.167 -0.245
C -1.189 -0.736 -3.925 -0.164
C -1.235 0.540 -3.076 -0.134
C -2.294 0.493 -2.005 -0.294
C -3.651 0.468 -2.334 -0.014
C -4.592 0.394 -1.324 -0.063
C -4.159 0.353 -0.004 -0.060
C -2.796 0.401 0.232 -0.133
N -1.880 0.469 -0.737 0.097
H 1.090 -1.740 -3.162 -0.037
H -1.607 -2.206 -2.388 0.116
H -0.906 -2.847 -3.874 0.116
H -2.152 -0.878 -4.425 0.114
H -0.442 -0.604 -4.710 0.100
H -1.422 1.391 -3.737 0.127
H -0.272 0.698 -2.596 0.084
H -3.955 0.520 -3.374 0.119
H -5.650 0.377 -1.557 0.108
H -4.862 0.290 0.818 0.103
H -2.411 0.393 1.250 0.096
O 0.662 3.719 -6.052 -0.064
C 1.133 3.091 -5.138 -1.021
S 1.186 3.673 -3.468 0.960
C 1.896 2.229 -2.769 -1.119
C 2.200 1.203 -3.589 -1.194
S 2.948 -0.317 -3.196 0.455
S 1.835 1.477 -5.292 0.955
S 2.339 2.227 -1.069 0.558
C -1.286 -4.493 2.136 -0.033
N -0.349 -3.418 2.443 -0.190
C -0.024 -3.154 3.843 -0.035
C 0.058 -2.589 1.498 -0.257
N 0.417 -1.851 0.683 0.145
H -0.901 -5.440 2.516 0.090
H -1.412 -4.573 1.060 0.093
H -2.259 -4.300 2.592 0.090
H 0.418 -4.042 4.295 0.092
H -0.922 -2.882 4.403 0.090
H 0.690 -2.336 3.904 0.082
C -4.230 5.231 0.763 -0.115
C -3.313 4.592 -0.278 -0.272
C -2.059 3.987 0.345 -0.301
C -1.074 3.468 -0.710 -0.337
Ge 0.542 2.828 0.188 0.710
C 0.233 1.266 1.332 -0.394
C -0.271 1.584 2.739 -0.290
C -0.351 0.328 3.603 -0.293
C -0.802 0.613 5.033 -0.105
H -5.138 5.629 0.304 0.068
H -3.723 6.054 1.274 0.072
H -4.528 4.500 1.519 0.070
H -3.015 5.340 -1.019 0.111
H -3.857 3.811 -0.819 0.103
H -2.357 3.168 1.011 0.086
H -1.574 4.742 0.975 0.106
H -0.811 4.256 -1.416 0.041
H -1.514 2.645 -1.276 0.037
H 1.105 3.978 1.053 -0.020
H 1.179 0.723 1.395 0.006
H -0.464 0.615 0.798 -0.005
H -1.262 2.048 2.695 0.094
H 0.391 2.310 3.223 0.107
H 0.636 -0.150 3.613 0.099
H -1.041 -0.381 3.128 0.092
H -0.083 1.259 5.543 0.076
H -0.896 -0.308 5.615 0.060
H -1.772 1.118 5.043 0.074
```

Summary:
- energy relative to the best compared isomer or geometry (same formula, charge and spin) (kJ/mol) = 84.10
- frontier orbital gap (eV) = 7.32
- multiplicity = 1

---

Record 3
A molecular structure, C31H42ClNP2Rh in a non-equilibrium geometry, computed with ωB97M-V with the def2-TZVPD basis set.

```
78
Properties=species:S:1:pos:R:3:lowdin_charge:R:1
Rh -0.024 -0.049 0.491 0.374
C -3.542 0.235 2.797 -0.114
C -3.843 -0.117 1.342 -0.533
C -4.069 -1.618 1.190 -0.111
P -2.375 0.424 0.342 1.045
C -2.844 0.097 -1.440 -0.532
C -1.682 0.547 -2.326 -0.127
C -4.144 0.758 -1.878 -0.096
C -2.383 2.235 0.471 -0.298
C -3.491 3.021 0.739 -0.106
C -3.362 4.387 0.938 -0.083
C -2.098 4.972 0.943 -0.065
C -0.986 4.218 0.651 -0.031
C -1.106 2.848 0.334 -0.312
N -0.054 2.083 -0.044 -0.056
C 1.017 2.618 -0.675 -0.311
C 0.915 3.788 -1.459 -0.039
C 2.039 4.398 -1.960 -0.070
C 3.297 3.873 -1.690 -0.080
C 3.406 2.660 -1.024 -0.111
C 2.285 1.986 -0.574 -0.306
P 2.333 0.282 0.096 1.053
C 3.891 0.306 1.122 -0.538
C 3.770 1.405 2.174 -0.109
C 4.072 -1.049 1.798 -0.118
C 2.727 -0.628 -1.511 -0.514
C 4.131 -0.498 -2.088 -0.096
C 2.364 -2.103 -1.359 -0.131
H -4.320 -0.157 3.448 0.084
H -3.481 1.312 2.940 0.072
H -2.590 -0.206 3.101 0.073
H -4.732 0.420 1.001 0.103
H -3.162 -2.175 1.426 0.059
H -4.387 -1.880 0.184 0.071
H -4.847 -1.935 1.881 0.086
H -2.952 -0.991 -1.522 0.092
H -1.621 1.634 -2.339 0.081
H -1.828 0.205 -3.348 0.083
H -0.723 0.146 -1.956 0.036
H -4.099 1.835 -1.735 0.077
H -5.001 0.363 -1.338 0.071
H -4.304 0.565 -2.936 0.085
H -4.472 2.573 0.795 0.103
H -4.235 4.994 1.113 0.102
H -1.986 6.017 1.183 0.110
H 0.001 4.653 0.681 0.118
H -0.068 4.186 -1.676 0.117
H 1.945 5.299 -2.546 0.109
H 4.186 4.390 -2.012 0.102
H 4.386 2.249 -0.841 0.098
H 4.744 0.504 0.466 0.102
H 2.916 1.210 2.823 0.080
H 3.637 2.385 1.717 0.069
H 4.666 1.432 2.789 0.086
H 3.219 -1.263 2.439 0.072
H 4.967 -1.044 2.416 0.085
H 4.164 -1.852 1.071 0.056
H 2.022 -0.170 -2.222 0.109
H 4.881 -0.915 -1.421 0.077
H 4.395 0.530 -2.315 0.065
H 4.166 -1.061 -3.021 0.086
H 3.107 -2.632 -0.770 0.071
H 2.306 -2.580 -2.335 0.086
H 1.395 -2.216 -0.868 0.007
Cl 0.429 -8.283 0.534 0.782
C 0.112 -6.598 0.513 -0.619
C -0.400 -6.004 -0.643 -0.068
C -0.629 -4.656 -0.672 0.018
C -0.329 -3.823 0.445 -0.268
C -0.513 -2.456 0.340 0.046
C 0.177 -4.463 1.610 0.025
C 0.380 -5.818 1.639 -0.068
H -0.613 -6.609 -1.510 0.120
H -1.013 -4.199 -1.570 0.132
H -0.283 -1.750 1.182 0.022
H -1.009 -2.085 -0.554 0.064
H 0.407 -3.867 2.479 0.130
H 0.750 -6.293 2.533 0.119
```

Summary:
- charge = +1
- energy relative to the best compared isomer or geometry (same formula, charge and spin) (kJ/mol) = 234.22
- frontier orbital gap (alpha / beta) (eV) = 3.17 / 3.23
- multiplicity = 1

---

Record 4
A molecular structure, C31H42CuFN8O11PS in a non-equilibrium geometry, computed with ωB97M-V with the def2-TZVPD basis set.

```
96
Properties=species:S:1:pos:R:3:lowdin_charge:R:1
Cu 0.011 0.916 0.471 0.138
F -3.673 5.943 1.687 0.071
C -3.788 4.755 2.302 -0.186
C -2.771 4.202 2.978 0.066
N -2.890 2.999 3.620 0.014
C -1.697 2.434 4.246 -0.032
C -0.683 1.862 3.239 -0.686
O 0.247 1.204 3.756 -0.056
O -0.884 2.166 2.040 -0.070
C -4.031 2.258 3.550 -0.450
O -4.206 1.175 4.092 0.038
N -5.066 2.846 2.836 0.215
C -5.064 4.082 2.214 -0.415
O -6.061 4.533 1.670 0.045
H -1.801 4.675 3.026 0.160
H -1.998 1.651 4.937 0.116
H -1.205 3.212 4.836 0.125
H -5.921 2.314 2.796 0.158
C 3.807 -1.690 3.286 -0.063
N 3.171 -0.413 3.068 -0.051
C 3.538 0.678 3.802 -0.120
C 2.958 1.860 3.579 -0.032
C 1.880 1.963 2.530 -0.543
O 1.426 3.086 2.362 0.023
N 1.519 0.790 1.829 0.056
C 2.149 -0.364 2.062 -0.555
O 1.916 -1.436 1.492 -0.033
H 4.561 -1.606 4.071 0.070
H 4.282 -2.035 2.365 0.082
H 3.062 -2.434 3.579 0.081
H 4.320 0.542 4.542 0.106
H 3.219 2.762 4.109 0.102
O -0.610 2.265 -0.664 -0.552
S -1.116 -0.848 1.926 0.928
C -1.840 -1.952 2.891 -0.804
N -1.456 -3.257 3.058 -0.006
C -2.293 -3.988 3.990 -0.173
C -3.329 -2.934 4.427 -0.167
N -2.931 -1.751 3.688 0.009
H -0.663 -3.624 2.567 0.128
H -1.693 -4.349 4.831 0.100
H -2.758 -4.844 3.489 0.098
H -3.286 -2.736 5.502 0.103
H -4.350 -3.219 4.155 0.101
H -3.388 -0.853 3.729 0.096
C -2.195 -1.020 -5.573 -0.049
N -1.590 -0.508 -4.375 -0.075
N -1.562 -1.093 -3.107 0.084
C -0.985 -0.157 -2.215 -0.383
O -0.854 -0.373 -1.029 -0.037
C -0.628 0.996 -3.006 0.019
C -1.003 0.727 -4.277 -0.274
C -0.855 1.632 -5.454 -0.033
C -1.993 -2.376 -2.760 -0.156
C -2.383 -2.640 -1.441 0.014
C -2.784 -3.911 -1.069 -0.076
C -2.808 -4.951 -1.992 -0.123
C -2.408 -4.704 -3.295 -0.116
C -1.993 -3.435 -3.674 -0.053
H -2.848 -1.861 -5.373 0.070
H -1.442 -1.268 -6.328 0.089
H -2.864 -0.259 -5.990 0.084
H -0.163 1.895 -2.626 0.068
H -0.369 2.552 -5.141 0.083
H -1.831 1.882 -5.880 0.073
H -0.245 1.160 -6.229 0.076
H -2.388 -1.861 -0.693 0.095
H -3.080 -4.091 -0.043 0.099
H -3.124 -5.944 -1.694 0.086
H -2.403 -5.508 -4.021 0.090
H -1.636 -3.312 -4.686 0.088
C 3.030 1.681 -4.701 -0.096
C 3.290 2.335 -3.352 -0.364
O 3.521 1.365 -2.363 -0.318
P 2.214 1.048 -1.277 0.993
O 3.156 0.647 -0.028 -0.331
C 3.774 1.683 0.715 -0.304
C 5.271 1.670 0.467 -0.071
O 1.856 -0.451 -1.813 -0.302
C 2.816 -1.494 -1.811 -0.295
C 2.792 -2.174 -3.170 -0.079
H 2.913 2.434 -5.487 0.063
H 2.124 1.071 -4.661 0.056
H 3.858 1.020 -4.968 0.065
H 2.465 3.009 -3.084 0.102
H 4.197 2.950 -3.422 0.101
H 3.537 1.502 1.838 0.082
H 3.346 2.666 0.488 0.125
H 5.688 0.688 0.707 0.069
H 5.768 2.426 1.082 0.066
H 5.499 1.871 -0.583 0.056
H 2.537 -2.203 -1.028 0.113
H 3.825 -1.140 -1.594 0.106
H 1.783 -2.524 -3.405 0.066
H 3.478 -3.025 -3.192 0.064
H 3.082 -1.469 -3.954 0.058
```

Summary:
- charge = -2
- frontier orbital gap (alpha / beta) (eV) = 4.31 / 3.75
- multiplicity = 2

---

Record 5
A molecular structure, C31H42FeNO3S2SbSi in a non-equilibrium geometry, computed with ωB97M-V with the def2-TZVPD basis set.

```
82
Properties=species:S:1:pos:R:3:lowdin_charge:R:1
Fe 1.480 2.007 -1.682 0.101
C -1.532 1.872 1.039 -0.022
C -0.314 2.771 0.977 -0.607
C 0.115 3.222 2.364 -0.016
C -0.567 3.965 0.070 -0.028
O 0.777 2.030 0.362 -0.285
Si 1.805 0.837 0.957 -0.144
S 2.886 0.377 -0.751 0.408
O 0.798 -0.334 1.519 -0.149
C 1.086 -1.445 2.383 -0.633
C 1.008 -0.960 3.825 -0.019
C 2.459 -2.021 2.066 -0.028
C 0.000 -2.476 2.106 -0.023
O 2.668 1.340 2.236 -0.158
C 3.881 2.095 2.412 -0.634
C 3.780 2.696 3.809 -0.024
C 5.051 1.124 2.329 -0.031
C 3.996 3.186 1.357 -0.037
H -2.379 2.420 1.453 0.101
H -1.347 0.989 1.649 0.087
H -1.794 1.549 0.033 0.039
H -0.695 3.790 2.825 0.096
H 0.996 3.858 2.308 0.082
H 0.344 2.371 3.006 0.085
H -1.367 4.584 0.479 0.094
H -0.869 3.632 -0.925 0.069
H 0.331 4.575 -0.022 0.082
H 1.738 -0.172 3.999 0.075
H 1.207 -1.782 4.514 0.089
H 0.012 -0.567 4.034 0.089
H 3.249 -1.308 2.296 0.070
H 2.526 -2.285 1.011 0.071
H 2.629 -2.920 2.661 0.094
H -0.983 -2.024 2.249 0.076
H 0.097 -3.324 2.785 0.092
H 0.074 -2.843 1.080 0.075
H 3.671 1.907 4.554 0.084
H 2.915 3.356 3.875 0.078
H 4.675 3.273 4.040 0.089
H 4.949 0.345 3.085 0.083
H 5.991 1.650 2.500 0.090
H 5.091 0.661 1.343 0.068
H 3.110 3.821 1.349 0.078
H 4.126 2.768 0.360 0.049
H 4.860 3.816 1.572 0.096
N 3.036 4.789 -1.948 -0.041
C 2.474 3.784 -1.852 -0.360
S -0.093 1.240 -3.024 0.202
Sb -1.353 -0.567 -2.133 1.409
C -0.352 -2.406 -2.042 -0.363
C 1.024 -2.448 -1.875 -0.126
C 1.667 -3.675 -1.797 -0.067
C 0.938 -4.850 -1.881 -0.070
C -0.440 -4.805 -2.053 -0.075
C -1.088 -3.585 -2.135 -0.151
C -2.944 -0.797 -0.763 -0.336
C -2.991 -1.882 0.096 -0.119
C -4.015 -1.979 1.027 -0.068
C -4.976 -0.986 1.115 -0.067
C -4.919 0.110 0.266 -0.069
C -3.899 0.211 -0.663 -0.142
C -2.432 -0.785 -3.938 -0.378
C -2.156 -1.808 -4.834 -0.114
C -2.856 -1.894 -6.030 -0.077
C -3.829 -0.959 -6.336 -0.080
C -4.099 0.074 -5.451 -0.078
C -3.398 0.164 -4.261 -0.134
H 1.600 -1.533 -1.795 0.008
H 2.740 -3.707 -1.666 0.113
H 1.441 -5.805 -1.816 0.107
H -1.009 -5.722 -2.124 0.107
H -2.162 -3.560 -2.277 0.108
H -2.245 -2.663 0.044 0.083
H -4.055 -2.834 1.688 0.111
H -5.767 -1.062 1.848 0.108
H -5.666 0.889 0.330 0.111
H -3.867 1.074 -1.316 0.098
H -1.386 -2.539 -4.617 0.094
H -2.632 -2.694 -6.724 0.106
H -4.373 -1.028 -7.269 0.105
H -4.848 0.816 -5.692 0.106
H -3.606 0.992 -3.594 0.088
```

Summary:
- energy relative to the best compared isomer or geometry (same formula, charge and spin) (kJ/mol) = 23.86
- frontier orbital gap (alpha / beta) (eV) = 7.05 / 7.16
- multiplicity = 5